(1)
A structure of composition C6H9N at a distorted geometry. Source: the OMol25 dataset; level of theory: ωB97M-V/def2-TZVPD.

Values from the calculation:
DFT total energy   -7853.5442 eV
HOMO-LUMO gap   9.91 eV
Largest force on an atom   6.17 eV/Å

Last column: Löwdin charge in e.
Cartesian coordinates (Å):
C -0.8149 1.4591 0.4119  -0.04
C -0.9416 0.0083 0.4727  -0.54
C 0.9771 -0.4442 -2.0865  0.01
C 1.4305 -0.5573 -0.9020  -0.28
C 1.7714 -0.6738 0.2692  0.04
C -0.0017 -0.7665 1.2303  -0.02
N -1.9746 -0.7441 0.3249  0.15
H 0.1750 1.7340 0.0337  0.08
H -0.9209 1.9540 1.3842  0.10
H -1.5623 1.9180 -0.2388  0.09
H 1.1249 0.4849 -2.6041  0.06
H 0.7376 -1.3450 -2.6193  0.06
H 2.7657 -0.8832 0.5988  0.07
H -0.1877 -1.7991 1.4916  0.09
H 0.1741 -0.2110 2.1622  0.09
H -2.7526 -0.1341 0.0710  0.05

=====

(2)
The ion H3N4O2 with charge -1 at a distorted geometry. Source: the OMol25 dataset; level of theory: ωB97M-V/def2-TZVPD.

Values from the calculation:
SMILES   NNN=[N+]([O-])[O-]
DFT total energy   -10099.4976 eV
Charge   -1
HOMO-LUMO gap   8.62 eV
Largest force on an atom   4.92 eV/Å

Last column: Löwdin charge in e.
Cartesian coordinates (Å):
N -0.0620 0.5875 0.2620  -0.13
N -0.3764 -0.2151 -0.9511  -0.19
N 0.7556 -1.0211 -1.2090  -0.09
N 0.8022 -2.2406 -0.9309  -0.59
O -0.2561 -2.7744 -0.4259  -0.18
O 1.7303 -2.9650 -1.2758  -0.10
H 0.2563 -0.1203 1.0220  0.06
H 0.7605 1.2900 0.1627  0.06
H -1.1531 -0.9976 -0.4250  0.16

=====

(3)
A structure of composition C37H55Ge2N3O3W. Source: the OMol25 dataset; level of theory: ωB97M-V/def2-TZVPD.

Values from the calculation:
DFT total energy   -164692.7784 eV
Multiplicity   3
Charge   +4
HOMO-LUMO gap (alpha / beta)   6.67 / 5.72 eV
Largest force on an atom   0.62 eV/Å

Last column: Löwdin charge in e.
Cartesian coordinates (Å):
W 0.0134 -0.0557 -0.0665  1.52
C 0.6566 2.2307 4.3742  -0.14
C 0.0302 1.8131 3.0416  -0.36
Ge 0.2680 -0.1172 2.6005  0.78
C -0.8275 -1.3224 3.7078  -0.38
C -0.9831 -0.8581 5.1591  -0.14
C 2.1452 -0.4171 3.0978  -0.16
C 3.1850 -0.2176 2.2235  -0.28
Ge 2.6623 -0.0574 0.2971  0.90
C 3.1081 1.6866 -0.5146  -0.35
C 4.5820 2.0927 -0.5788  -0.14
C 3.1703 -1.6300 -0.7741  -0.36
C 4.6559 -1.9324 -0.9786  -0.14
C 4.5456 -0.1645 2.6838  -0.16
C 4.8744 -0.1078 4.0834  0.03
C 6.1729 -0.0628 4.4997  0.00
C 7.2103 -0.0723 3.5508  0.06
C 6.9264 -0.1063 2.1712  0.01
C 5.6281 -0.1385 1.7525  -0.02
H 0.5076 3.2972 4.5435  0.09
H 1.7326 2.0497 4.3827  0.07
H 0.2198 1.7032 5.2200  0.06
H 0.4822 2.3798 2.2241  0.04
H -1.0400 2.0364 3.0305  0.06
H -0.3550 -2.3088 3.6861  0.06
H -1.8130 -1.4500 3.2494  0.03
H -0.0170 -0.6972 5.6381  0.07
H -1.5113 -1.6075 5.7477  0.09
H -1.5453 0.0739 5.2267  0.07
H 2.3604 -0.6717 4.1325  0.07
H 2.5379 2.4410 0.0350  0.06
H 2.6900 1.6510 -1.5268  0.06
H 5.0085 2.2258 0.4151  0.07
H 4.6821 3.0453 -1.0989  0.09
H 5.1870 1.3662 -1.1220  0.07
H 2.6897 -1.4592 -1.7433  0.06
H 2.6731 -2.4931 -0.3236  0.05
H 5.1991 -1.0822 -1.3931  0.07
H 4.7730 -2.7562 -1.6828  0.09
H 5.1386 -2.2375 -0.0511  0.07
H 4.0895 -0.0851 4.8245  0.12
H 6.4121 -0.0200 5.5532  0.14
H 8.2405 -0.0472 3.8840  0.14
H 7.7390 -0.1047 1.4577  0.14
H 5.4110 -0.1583 0.6943  0.07
C -0.2429 7.4388 -2.1497  0.02
O -0.3088 6.2811 -1.2775  0.00
C -0.2151 5.0768 -1.7657  -0.24
C -0.0562 4.7678 -3.1343  0.05
C 0.0346 3.4601 -3.5278  0.05
C -0.0218 2.3848 -2.6081  -0.12
C 0.1009 1.0340 -3.0317  -0.31
C 0.2999 0.6804 -4.4694  0.04
O 0.0592 0.0578 -2.2027  -0.19
C -0.1732 2.7446 -1.2433  -0.25
O -0.1918 1.7337 -0.3027  -0.28
C -0.2750 4.0299 -0.8124  0.11
H -0.3405 8.2938 -1.4917  0.11
H -1.0675 7.4149 -2.8601  0.11
H 0.7190 7.4643 -2.6589  0.11
H -0.0039 5.5546 -3.8717  0.13
H 0.1576 3.2489 -4.5811  0.14
H 1.2558 1.0736 -4.8234  0.12
H -0.4792 1.1135 -5.0976  0.11
H 0.3000 -0.3987 -4.5938  0.10
H -0.3775 4.2709 0.2370  0.15
C -4.6243 0.3278 -1.1388  -0.03
C -3.0806 0.2336 -1.1536  -0.12
N -2.5607 -0.2643 0.1437  -0.22
C -3.1038 -1.6225 0.3779  -0.12
C -4.6492 -1.6184 0.3585  -0.03
N -5.1024 -0.2003 0.1797  -0.08
C -4.5806 0.6535 1.2963  -0.03
C -3.0367 0.6368 1.2223  -0.13
H -5.0840 -0.2708 -1.9228  0.15
H -4.9806 1.3519 -1.2316  0.15
H -2.6517 1.2164 -1.3490  0.12
H -2.7482 -0.4456 -1.9385  0.13
H -2.7376 -1.9745 1.3410  0.11
H -2.7216 -2.2883 -0.3942  0.12
H -5.0768 -1.9889 1.2881  0.15
H -5.0585 -2.1989 -0.4661  0.15
H -6.1245 -0.1765 0.1954  0.21
H -4.9574 0.2388 2.2295  0.15
H -4.9930 1.6527 1.1706  0.15
H -2.6227 0.2940 2.1683  0.09
H -2.6508 1.6369 1.0267  0.13
C 0.0477 -6.4430 -1.0088  0.00
C -0.0007 -4.9665 -0.8331  -0.20
C 0.0403 -4.0848 -1.9163  0.04
C 0.0160 -2.7263 -1.7166  -0.10
N -0.0621 -2.1653 -0.4825  -0.15
C -0.1063 -3.0212 0.5796  -0.14
C -0.0808 -4.3841 0.4394  0.03
H 0.0851 -6.7315 -2.0556  0.10
H -0.8230 -6.9082 -0.5416  0.11
H 0.9248 -6.8493 -0.4993  0.12
H 0.1063 -4.4623 -2.9281  0.14
H 0.0688 -2.0421 -2.5478  0.10
H -0.1622 -2.5750 1.5606  0.05
H -0.1147 -5.0036 1.3264  0.14

=====

(4)
A structure of composition C44H34F3N10O5SbV at a distorted geometry. Source: the OMol25 dataset; level of theory: ωB97M-V/def2-TZVPD.

Values from the calculation:
DFT total energy   -111699.9022 eV
Multiplicity   4
HOMO-LUMO gap (alpha / beta)   5.52 / 7.39 eV
Largest force on an atom   1.48 eV/Å

Last column: Löwdin charge in e.
Cartesian coordinates (Å):
V -1.0646 0.9511 -1.0856  0.80
C 2.0915 1.9974 -3.9333  -0.02
C 0.9602 2.0014 -2.9645  -0.25
N 0.4831 0.9552 -2.3962  -0.03
N 1.0512 -0.2986 -2.7001  0.11
C 0.3309 -1.2280 -2.0999  -0.47
O -0.6551 -0.9587 -1.3148  -0.21
C 0.6437 -2.6625 -2.3530  -0.15
C 1.7521 -3.0430 -3.1017  -0.03
C 2.0405 -4.3900 -3.2805  -0.08
C 1.2180 -5.3621 -2.7191  -0.09
C 0.1063 -4.9838 -1.9758  -0.08
C -0.1768 -3.6345 -1.7920  -0.04
C 0.2686 3.2672 -2.6023  -0.21
C 0.8120 4.4960 -2.9195  0.00
C 0.1226 5.6517 -2.5849  -0.04
C -1.1075 5.5445 -1.9679  -0.04
C -1.5826 4.2794 -1.6768  -0.10
N -0.9115 3.1564 -1.9644  0.07
H 2.3465 0.9760 -4.1867  0.06
H 2.9771 2.4810 -3.5068  0.09
H 1.8193 2.5436 -4.8404  0.09
H 2.3885 -2.2744 -3.5238  0.11
H 2.9126 -4.6844 -3.8559  0.11
H 1.4441 -6.4136 -2.8646  0.11
H -0.5392 -5.7390 -1.5387  0.10
H -1.0438 -3.3197 -1.2241  0.10
H 1.7750 4.5428 -3.4133  0.11
H 0.5421 6.6257 -2.8118  0.11
H -1.6950 6.4191 -1.7167  0.11
H -2.5445 4.1458 -1.2034  0.10
N -3.4470 -1.5763 1.4887  0.05
C -2.4447 -0.6951 1.5227  -0.12
N -2.3777 -0.0942 0.3647  0.06
C -3.3737 -0.6807 -0.3675  -0.31
N -4.0603 -1.5799 0.2847  0.15
C -3.6034 -0.2137 -1.7476  -0.18
C -4.6953 -0.5775 -2.5036  -0.07
N -4.9265 -0.0963 -3.7291  0.09
C -4.0261 0.7852 -4.1808  -0.12
C -2.9202 1.1603 -3.4597  -0.07
N -2.6697 0.6511 -2.2244  0.01
H -3.7515 -2.2017 2.2118  0.15
H -1.8141 -0.5251 2.3869  0.14
H -5.4130 -1.2795 -2.0908  0.12
H -4.1969 1.1996 -5.1698  0.11
H -2.1985 1.8601 -3.8510  0.11
C -5.2541 2.6293 0.6134  0.01
C -3.8948 3.0244 1.0866  -0.35
N -2.7595 2.5910 0.5993  0.13
C -1.7570 3.1774 1.3615  -0.11
C -2.3266 3.9936 2.3089  -0.08
N -3.6707 3.8748 2.1194  0.17
C -1.9051 4.9164 3.4092  -0.49
O -0.6290 5.1184 3.6002  0.14
O -2.7747 5.4510 4.0642  0.09
C -0.3005 2.8317 1.1550  -0.54
O 0.5591 3.4707 1.7791  0.02
O 0.0034 1.8756 0.3588  -0.19
H -5.1620 2.0867 -0.3264  0.07
H -5.8957 3.5012 0.4586  0.08
H -5.7462 1.9776 1.3408  0.09
H -4.3358 4.3706 2.6919  0.17
H -0.0779 4.5673 2.9418  0.10
F -1.8303 -4.2274 5.1030  0.06
C -1.0414 -3.5394 4.2558  -0.30
C -0.1699 -2.6038 4.7694  -0.01
C 0.6235 -1.8749 3.8835  -0.10
C 0.5525 -2.0891 2.5035  -0.39
C -0.3524 -3.0500 2.0312  -0.16
C -1.1485 -3.7896 2.9027  -0.03
Sb 1.5748 -0.8600 1.0701  1.62
C 2.8301 -2.4249 0.2991  -0.37
C 3.8076 -2.0213 -0.6210  -0.13
C 4.5944 -2.9488 -1.2973  -0.02
C 4.3748 -4.2881 -1.0553  -0.31
F 5.1099 -5.1980 -1.7287  0.05
C 3.4308 -4.7341 -0.1596  -0.01
C 2.6565 -3.7919 0.5176  -0.10
C 3.0607 -0.1114 2.3999  -0.39
C 3.2366 1.2734 2.4945  -0.11
C 4.2296 1.8101 3.3170  -0.01
C 5.0319 0.9428 4.0247  -0.29
F 5.9980 1.4498 4.8139  0.06
C 4.8899 -0.4296 3.9625  -0.01
C 3.8973 -0.9527 3.1445  -0.12
H -0.1140 -2.4529 5.8417  0.12
H 1.3044 -1.1291 4.2825  0.10
H -0.4475 -3.2257 0.9594  0.09
H -1.8390 -4.5479 2.5464  0.12
H 3.9569 -0.9639 -0.8283  0.10
H 5.3561 -2.6461 -2.0086  0.12
H 3.3021 -5.7994 0.0000  0.12
H 1.9101 -4.1453 1.2209  0.09
H 2.5889 1.9512 1.9439  0.08
H 4.3756 2.8804 3.4094  0.12
H 5.5519 -1.0657 4.5406  0.12
H 3.7784 -2.0325 3.0823  0.10

=====

(5)
A structure of composition C4H5N3O2 at a distorted geometry. Source: the OMol25 dataset; level of theory: ωB97M-V/def2-TZVPD.

Values from the calculation:
DFT total energy   -12788.4352 eV
HOMO-LUMO gap   9.61 eV
Largest force on an atom   4.82 eV/Å

Last column: Löwdin charge in e.
Cartesian coordinates (Å):
C -1.7035 -0.0260 -0.0323  -0.34
C -0.6951 1.2011 -0.1956  -0.04
C 2.3737 -0.3594 -0.4678  -0.31
C 0.1398 -0.5372 1.0854  -0.27
H -3.0345 -1.4857 -0.8115  0.14
H -1.2474 2.2926 0.4336  0.20
H -0.3757 1.4096 -1.3772  0.17
H 3.5075 -0.0769 -0.2700  0.19
H 0.7694 -1.1791 1.6669  0.13
N -2.7571 -0.3101 -0.8303  0.04
N 0.5567 0.6103 0.5049  -0.14
N -1.0307 -1.0254 0.9782  0.11
O 1.8263 0.7327 0.1081  0.00
O 1.6706 -1.2465 -0.7924  0.12

=====

(6)
A structure of composition C32H58N3O2OsP2 at a distorted geometry. Source: the OMol25 dataset; level of theory: ωB97M-V/def2-TZVPD.

Values from the calculation:
DFT total energy   -63707.0564 eV
Multiplicity   5
Charge   +3
HOMO-LUMO gap (alpha / beta)   6.41 / 5.93 eV
Largest force on an atom   7.14 eV/Å

Last column: Löwdin charge in e.
Cartesian coordinates (Å):
C 2.2903 -1.2237 -1.7449  -0.31
C 1.2052 0.6332 -2.7552  -0.29
C 3.1333 -1.3605 -2.8527  0.03
C 2.0190 0.5163 -3.8963  0.03
C 3.0019 -0.4737 -3.9353  0.03
H 3.8724 -2.1660 -2.8724  0.14
H 1.8748 1.2060 -4.7328  0.14
H 3.6548 -0.5705 -4.8086  0.14
N 1.3722 -0.2145 -1.6939  -0.07
P 0.5544 -2.3473 0.1330  1.06
P -0.0888 2.2562 -0.8809  1.12
C 2.2948 -2.1968 -0.5903  -0.22
H 2.7519 -3.1549 -0.8915  0.11
H 2.8903 -1.7820 0.2456  0.09
C 0.0316 1.5595 -2.6556  -0.25
H 0.0554 2.3150 -3.4534  0.11
C -1.7190 3.2863 -0.8311  -0.61
C 1.4100 3.4408 -0.7079  -0.63
C -0.3728 -3.5501 -1.0328  -0.64
C 0.8349 -3.2071 1.8207  -0.64
C -2.8027 2.4618 -0.1005  -0.10
H -2.6893 2.5466 0.9907  0.08
H -3.7916 2.8745 -0.3766  0.12
H -2.7767 1.3949 -0.3572  0.04
C -1.5317 4.5775 -0.0078  -0.07
H -1.2534 4.3547 1.0358  0.09
H -0.7877 5.2648 -0.4396  0.08
H -2.5010 5.1091 0.0130  0.12
C -2.2011 3.6402 -2.2502  -0.05
H -2.8468 4.5370 -2.1993  0.12
H -1.3712 3.8617 -2.9399  0.07
H -2.8017 2.8254 -2.6803  0.06
C 1.4226 4.0602 0.7090  -0.08
H 0.8158 3.4655 1.4084  0.07
H 2.4647 4.0547 1.0800  0.10
H 1.0691 5.0994 0.7275  0.09
C 2.7100 2.6168 -0.8525  -0.09
H 2.6297 1.6305 -0.3721  0.03
H 2.9995 2.4774 -1.9051  0.09
H 3.5237 3.1734 -0.3518  0.11
C 1.4253 4.5421 -1.7864  -0.05
H 0.6269 4.4171 -2.5347  0.07
H 1.2708 5.5230 -1.2987  0.10
H 2.3949 4.5828 -2.3135  0.10
C -0.5363 -3.3867 2.5063  -0.06
H -0.3890 -3.9261 3.4604  0.12
H -0.9942 -2.4099 2.7377  0.07
H -1.2435 -3.9723 1.8982  0.09
C 1.6853 -2.2869 2.7171  -0.09
H 2.6055 -1.9428 2.2185  0.08
H 1.1179 -1.4018 3.0408  0.04
H 1.9838 -2.8604 3.6147  0.12
C 1.5761 -4.5544 1.6919  -0.06
H 2.3042 -4.5343 0.8628  0.08
H 2.1468 -4.7343 2.6223  0.11
H 0.9031 -5.4096 1.5434  0.08
C 0.0335 -3.1630 -2.4681  -0.10
H 1.0586 -3.4892 -2.7119  0.10
H -0.6535 -3.6608 -3.1770  0.12
H -0.0506 -2.0779 -2.6225  0.04
C -1.8805 -3.2557 -0.8597  -0.08
H -2.2609 -2.7156 -1.7448  0.07
H -2.4229 -4.2164 -0.7684  0.11
H -2.0907 -2.6632 0.0449  0.06
C -0.0779 -5.0489 -0.8479  -0.07
H 1.0053 -5.2628 -0.8609  0.09
H -0.5082 -5.4614 0.0782  0.08
H -0.5320 -5.5984 -1.6942  0.12
Os 0.0000 0.0000 0.0000  1.31
C 1.4020 0.4183 1.2494  -0.29
O 2.1833 0.7811 2.0599  0.17
N -1.3983 -0.1665 -1.6734  0.13
C -1.2057 0.5633 -2.6969  -0.28
C -2.0444 0.4307 -4.0055  -0.50
C -1.6695 1.4549 -5.0939  -0.03
C -1.8116 -0.9868 -4.5753  -0.03
C -3.5410 0.5672 -3.6479  -0.02
H -1.8048 2.4973 -4.7573  0.08
H -0.6232 1.3312 -5.4254  0.09
H -2.3148 1.3080 -5.9784  0.12
H -2.1619 -1.7422 -3.8554  0.07
H -2.3655 -1.1128 -5.5239  0.12
H -0.7401 -1.1652 -4.7742  0.09
H -4.0393 1.2640 -4.3466  0.11
H -4.0277 -0.4194 -3.7164  0.10
H -3.6826 0.9522 -2.6238  0.07
C -2.8210 0.4777 4.3561  -0.01
N -1.4222 0.3047 4.0713  -0.12
C -0.4734 0.1646 5.2021  0.00
C -0.8479 0.2496 2.8237  -0.28
O -1.3139 0.1862 1.6460  -0.18
H -2.9861 0.4742 5.4611  0.12
H -3.4095 -0.3461 3.9201  0.11
H -3.1408 1.4721 3.9903  0.11
H 0.0413 -0.8260 5.1410  0.10
H 0.3280 0.9401 5.1507  0.12
H -0.9361 0.2234 6.2056  0.12
H 0.1467 0.2597 2.9792  0.04

=====

We obtain energy above the lowest of the compared OMol25 structures with the same formula, charge and spin values of 106.4; 21.1; 44.7; 20.7; 171.6; 7.1 kcal/mol for the records listed above, in that order.